The ion C11H22N with charge +1 at a distorted geometry, computed with ωB97M-V with the def2-TZVPD basis set.

Computed properties:
ΔE to the lowest compared entry with this formula, charge and spin = 0.000 eV
Charge = +1
HOMO level = -14.5 eV
Maximum force = 1.69 eV/A
Multiplicity = 1
E_LUMO = -2.3 eV

The geometry in XYZ format:
```
34
Properties=species:S:1:pos:R:3:nbo_charge:R:1
C -3.1667 0.9329 -1.4644 -0.60
C -1.6397 0.9750 -1.4878 -0.21
C -1.1653 2.4254 -1.4888 -0.61
C -1.1166 0.1639 -0.2861 -0.42
C 0.3964 -0.0588 -0.2426 0.22
C 0.9154 -0.6788 -1.5244 -0.65
C 1.1769 1.1385 0.3559 -0.44
C 1.4515 0.2906 1.5856 -0.03
C 2.3362 -0.8466 1.2780 0.02
C 2.8475 -1.7637 2.3340 -0.66
N 0.7490 -0.8653 0.9944 -0.23
C -0.1082 -1.8450 1.6154 -0.42
H -3.5504 1.4224 -0.5709 0.21
H -3.5303 -0.0933 -1.4851 0.21
H -3.5681 1.4489 -2.3340 0.23
H -1.3045 0.4964 -2.4115 0.20
H -1.4057 2.9115 -0.5456 0.20
H -1.6767 2.9688 -2.2781 0.23
H -0.0972 2.5014 -1.6720 0.20
H -1.6074 -0.8100 -0.3283 0.22
H -1.4364 0.6615 0.6325 0.21
H 0.2908 -1.5169 -1.8264 0.23
H 1.9381 -1.0333 -1.4313 0.22
H 0.8936 0.0628 -2.3172 0.25
H 0.5603 2.0092 0.5550 0.25
H 2.0653 1.4422 -0.1918 0.24
H 1.2698 0.6231 2.5985 0.24
H 2.9140 -0.8138 0.3655 0.24
H 2.2881 -1.6888 3.2635 0.23
H 3.8776 -1.4777 2.5445 0.27
H 2.8601 -2.7975 1.9908 0.25
H -0.8610 -1.3569 2.2365 0.23
H -0.6042 -2.4306 0.8422 0.24
H 0.4685 -2.5287 2.2353 0.24
```